[1]
The following is a quantum chemistry calculation of a 3-piece molecular cluster, C8H16NO6S overall, from OMol25.

The geometry in XYZ format:
```
32
Properties=species:S:1:pos:R:3:nbo_charge:R:1
S -0.822 2.133 2.214 0.5724
O -2.363 1.878 -1.125 -0.6551
O 3.711 -2.761 1.035 -0.4923
O 3.758 -4.288 2.694 -0.5448
O -2.262 1.482 -3.328 -0.4592
O 1.968 -4.110 1.333 -0.4904
O -0.430 2.073 -2.247 -0.4881
N -1.199 -0.122 0.653 -0.8128
C 3.204 -3.773 1.787 0.9620
C 0.014 1.707 -3.573 -0.1024
C 1.542 -3.128 0.392 -0.0946
C -1.654 2.201 3.814 -0.7410
C -0.517 0.305 1.834 -0.2729
C -1.741 1.815 -2.155 0.9926
C 2.863 -2.555 -0.095 -0.0992
C -1.288 1.751 -4.358 -0.1029
H -1.369 0.996 -5.133 0.2230
H 3.264 -3.105 -0.947 0.1939
H -1.444 0.697 0.095 0.3968
H -2.658 2.591 3.673 0.2719
H 0.763 2.415 -3.908 0.2215
H 0.948 -3.595 -0.389 0.2091
H -1.877 2.286 1.399 0.1938
H 0.931 -2.387 0.913 0.1639
H 0.568 0.266 1.738 0.2269
H -1.498 2.735 -4.775 0.2038
H -0.842 -0.228 2.724 0.2307
H 0.440 0.706 -3.524 0.1950
H 2.829 -1.495 -0.332 0.1927
H -1.699 1.200 4.234 0.2564
H -1.067 2.862 4.443 0.2685
H -2.076 -0.554 0.916 0.3807
```

The lowest unoccupied orbital energy comes out at -3.462 eV. As for the spin multiplicity: 1. The calculation puts the energy above the lowest of the compared OMol25 structures with the same formula, charge and spin at 0.0 kcal per mole. The net charge is +1. The total energy is -33158.438 eV.

=====

[2]
The following is a quantum chemistry calculation of the molecule C8H16O, from OMol25.

The geometry in XYZ format:
```
25
Properties=species:S:1:pos:R:3:nbo_charge:R:1
O -2.156 -0.484 0.122 -0.6251
C 1.525 0.302 -0.182 -0.2202
C -0.552 -0.988 0.516 0.1466
C 2.652 1.037 0.457 -0.6187
C 0.398 1.024 -0.850 -0.4264
C -0.368 1.287 1.609 -0.6110
C -0.084 -2.163 -0.297 -0.6619
C -0.069 0.389 0.433 -0.0251
C -2.542 -0.508 -1.222 -0.2459
H 2.329 1.900 1.041 0.2052
H 0.535 1.692 2.071 0.2099
H 0.120 -1.913 -1.339 0.2145
H 0.038 0.615 -1.787 0.2150
H 1.870 -0.585 -0.699 0.2089
H -2.215 0.380 -1.783 0.1486
H 0.809 -2.615 0.146 0.2334
H 3.337 1.411 -0.315 0.2085
H -0.678 -1.293 1.557 0.2038
H -3.637 -0.544 -1.313 0.1825
H 0.432 2.111 -0.852 0.2188
H -0.877 -2.918 -0.309 0.2371
H -1.001 2.120 1.293 0.2197
H -0.916 0.755 2.388 0.2219
H 3.229 0.369 1.102 0.2089
H -2.181 -1.382 -1.784 0.1509
```

The lowest unoccupied orbital energy comes out at 0.962 eV. As for the structure (SMILES): CO[C@@H](C)[C@]1(C)C[C@H]1C. As for the spin multiplicity: 1. The calculation puts the energy above the lowest of the compared OMol25 structures with the same formula, charge and spin at 63.9 kcal per mole. The net charge is 0. The total energy is -10600.220 eV.

=====

[3]
The following is a quantum chemistry calculation of a 2-piece molecular cluster, C8H16O2Si overall, from OMol25.

The geometry in XYZ format:
```
27
Properties=species:S:1:pos:R:3:nbo_charge:R:1
Si -1.084 -0.153 0.209 1.5377
O 2.582 -0.503 -0.792 -0.4920
O 2.798 0.532 1.222 -0.5064
C -1.100 0.075 -1.726 -1.0273
C 2.516 -0.628 0.568 0.5015
C 2.941 1.623 0.242 -0.0848
C -2.946 -0.866 0.254 -1.0284
C 0.189 -2.306 1.750 -0.4353
C -1.161 1.616 0.862 -1.1324
C 0.214 -1.232 0.947 -0.5654
C 2.615 0.847 -1.057 -0.1006
H 1.564 1.305 -1.426 0.1729
H -0.283 1.929 1.373 0.2323
H -0.807 -2.759 2.048 0.1963
H -1.156 -0.726 -2.283 0.2134
H -1.806 0.768 -2.116 0.2294
H 3.924 1.947 0.179 0.1807
H -3.235 -1.292 1.184 0.2125
H 3.366 1.079 -1.822 0.1979
H 2.327 2.361 0.601 0.1970
H -3.514 0.006 0.151 0.2189
H -1.952 1.884 1.594 0.2485
H -1.246 2.490 0.150 0.2408
H -0.131 0.617 -1.799 0.1968
H 1.128 -2.834 1.959 0.1918
H -3.122 -1.561 -0.505 0.2194
H 3.026 -1.588 0.787 0.1845
```

The lowest unoccupied orbital energy comes out at 0.703 eV. As for the spin multiplicity: 1. The calculation puts the energy above the lowest of the compared OMol25 structures with the same formula, charge and spin at 134.2 kcal per mole. The net charge is 0. The total energy is -20523.067 eV.

=====

[4]
The following is a quantum chemistry calculation of C8H17BF5NO10S2Zr as an isolated structure, from OMol25.

The geometry in XYZ format:
```
45
Properties=species:S:1:pos:R:3:nbo_charge:R:1
Zr -0.176 -0.167 -0.652 2.2163
S 2.145 -2.286 0.750 2.4258
S 2.781 -1.770 -1.562 2.3345
F 2.635 2.150 3.812 -0.2893
F 1.091 -1.890 1.988 -0.5305
F 3.434 0.870 2.246 -0.2801
F 2.869 2.853 1.832 -0.2936
F 3.596 -0.439 -1.532 -0.4581
O 0.259 1.559 3.307 -0.4731
O 0.980 1.401 -1.738 -0.8688
O -1.326 -1.717 -5.547 -0.2850
O -1.609 1.520 -0.512 -0.8746
O 2.130 -1.721 -2.924 -0.7963
O 1.814 -3.707 0.557 -0.8699
O -0.508 -1.161 -2.732 -0.8600
O 0.767 0.823 1.188 -0.5896
O 3.817 -2.783 -1.350 -0.8141
O 3.374 -1.984 1.398 -0.8734
N 1.507 -1.309 -0.359 -1.1686
C -1.836 -0.965 -3.218 -0.0760
C -2.286 -1.153 -4.719 -0.1530
C 2.584 1.802 2.571 0.9160
C 0.257 2.664 -1.804 -0.0835
C 1.153 1.244 2.306 0.7651
C -1.081 1.000 3.324 -0.0814
C -1.206 -0.249 4.255 -0.6441
C -0.978 2.779 -0.908 -0.0862
B -1.638 -1.524 0.350 -0.7009
H -2.444 -1.682 -2.666 0.1436
H -1.756 1.773 3.690 0.1965
H -0.714 -1.124 3.832 0.2313
H -0.609 -0.058 5.146 0.2072
H -1.678 3.482 -1.358 0.1594
H -0.947 -1.979 -0.343 0.0150
H -0.619 3.301 -0.021 0.1330
H -2.159 -2.230 0.978 0.0514
H 0.044 2.890 -2.849 0.1470
H -2.463 -0.179 -5.177 0.2140
H 1.005 3.429 -1.594 0.1538
H -3.153 -1.811 -4.778 0.1604
H -2.061 0.036 -2.852 0.1624
H -2.332 -0.882 -0.168 0.0873
H -1.438 0.685 2.344 0.2318
H -2.207 -0.592 4.517 0.2279
H -1.019 -0.899 0.974 -0.0296
```

The lowest unoccupied orbital energy (spin up / spin down) comes out at 1.648 / 1.643 eV. Its expectation value of S² is 0.754. As for the spin multiplicity: 2. The net charge is -1. The total energy is -67747.721 eV.